Record 1
ORCA calculation (ωB97M-V with the def2-TZVPD basis set) on a cluster of 4 separate species, C24H59N8O6 in total.

Its total charge is +1. The lowest unoccupied orbital energy comes out at -2.85 eV. Its HOMO energy is -0.3877 Ha.

Each line ends with the Löwdin charge.
Atoms and positions in Å:
H1 2.1540 -1.8902 -2.7311  0.075
H2 -5.8077 2.1973 -0.5921  0.118
H3 2.1110 -3.1153 1.3577  0.111
H4 0.6832 -2.9396 0.3413  0.123
H5 1.1446 -8.1000 5.0455  0.078
C1 -6.2759 1.4851 0.0927  -0.194
H6 1.8834 -1.5739 -7.7163  0.076
N1 0.8067 -5.8579 6.5807  0.041
H7 -2.1322 4.9210 -0.6623  0.093
H8 -8.5411 0.8445 1.5023  0.081
H9 1.8490 4.1567 -2.0197  0.171
H10 -0.5997 4.1739 -2.1695  0.181
C2 2.4685 -2.3793 -0.6400  -0.402
C3 -1.4054 5.1398 1.3819  -0.057
H11 1.9766 -0.5180 -1.6416  0.053
C4 1.6219 -2.4563 0.6253  -0.188
H12 4.3269 -3.8056 4.3518  0.086
N2 -5.9306 2.9398 2.0800  0.053
C5 -2.5228 4.9199 0.3650  -0.244
H13 0.7318 0.4254 -7.4237  0.137
H14 -3.2522 5.7257 0.4082  0.127
H15 1.2369 -4.8382 3.3242  0.110
O1 3.0749 0.9109 0.1929  -0.096
H16 1.9713 1.6055 1.8225  0.114
H17 -0.2425 -6.1732 4.8284  0.135
C6 -5.6409 -0.6615 0.9546  -0.092
H18 2.6312 -3.4049 -0.9855  0.142
H19 2.9817 1.5118 -4.0654  0.075
H20 2.6166 -7.1545 5.1815  0.067
H21 -7.5108 3.0651 0.7454  0.138
H22 -5.2909 2.2248 2.4158  0.068
N3 0.4617 1.7738 -0.3796  0.254
C7 2.4569 1.6675 -7.2703  -0.068
C8 -7.8753 1.4645 2.1051  -0.063
H23 3.7821 3.8800 -0.9996  0.094
C9 1.6310 -7.1833 4.7157  -0.066
H24 4.7385 2.7572 -0.0393  0.111
N4 -0.0980 3.4872 -1.6296  0.138
H25 -4.8121 -1.3510 0.7976  0.087
C10 0.7938 -5.9765 5.1243  -0.439
C11 1.7427 0.3455 -7.0094  -0.438
C12 1.5520 0.0234 -5.5231  -0.206
H26 1.7641 -7.2313 3.6333  0.078
H27 0.1455 -5.1514 6.8850  0.071
H28 1.1062 0.8833 -4.9991  0.111
H29 -7.3251 0.8146 2.7872  0.067
H30 -2.5869 2.4572 -1.5755  0.138
H31 -5.8967 -0.6553 2.0163  0.079
O2 3.7650 -1.8571 -0.3445  -0.039
H32 3.3062 -0.9251 -7.2945  0.074
H33 3.6539 1.1459 2.1537  0.126
N5 1.3045 -1.1477 1.1825  -0.037
O3 2.7243 -0.3897 -4.8455  -0.195
H34 1.7200 -5.5262 6.8759  0.072
H35 -6.5065 -1.0184 0.3894  0.093
H36 0.8592 -0.8166 -5.4362  0.124
O4 2.3853 -4.0791 4.8614  -0.194
H37 -0.4327 4.7776 1.0397  0.058
N6 1.2743 3.4912 -1.5324  0.164
C13 2.3389 -0.5454 2.0103  -0.186
C14 -1.9750 2.0874 -0.7512  -0.044
H38 4.1246 0.2451 -3.5344  0.084
C15 1.5739 2.4218 -0.7522  -0.284
H39 -1.6476 4.6283 2.3141  0.089
C16 -2.5853 2.5148 0.6027  -0.188
N7 2.8206 2.1091 -0.4279  -0.099
H40 2.0685 2.4665 -6.6346  0.073
H41 3.7928 -0.9456 -0.6487  0.056
H42 -5.3595 3.5503 1.5043  0.049
H43 -1.9954 0.9969 -0.7727  0.136
H44 2.3247 1.9602 -8.3104  0.080
H45 0.4358 -1.1837 1.6932  0.107
H46 2.0180 -0.4684 3.0563  0.129
C17 -0.5423 2.4470 -0.9259  -0.273
H47 3.4244 -4.8592 3.2403  0.086
H48 -1.3019 6.2000 1.6087  0.082
H49 0.4055 -3.9352 4.6025  0.119
C18 3.5746 -4.5911 4.2920  -0.107
C19 4.0100 2.8248 -0.8434  0.032
H50 3.5297 1.5780 -7.0950  0.067
H51 3.2286 -1.1768 2.0000  0.118
O5 -5.2265 0.6139 0.4953  -0.227
H52 4.2839 0.9684 -5.1426  0.081
H53 -7.0289 0.9204 -0.4711  0.122
C20 2.7454 0.8686 1.6114  -0.123
H54 3.9458 -5.4695 4.8240  0.077
C21 1.1858 -4.6776 4.4114  -0.219
C22 3.5676 0.6389 -4.3866  -0.117
C23 1.7854 -1.5885 -1.7502  -0.037
N8 2.4217 -0.7150 -7.7468  0.046
H55 -3.3415 1.7754 0.8616  0.105
H56 -8.4827 2.1318 2.7141  0.079
O6 -3.2745 3.7393 0.5834  -0.166
H57 4.4328 2.3939 -1.7526  0.096
C24 -6.9268 2.2786 1.2346  -0.429
H58 -1.8077 2.4960 1.3772  0.126
H59 0.7049 -1.7382 -1.7298  0.084

Record 2
ORCA calculation (ωB97M-V with the def2-TZVPD basis set) on an isolated molecule of C6H7N.

Its total charge is 0. The lowest unoccupied orbital energy comes out at 0.05 eV. Its HOMO energy is -0.3313 Ha.

Each line ends with the natural charge from an NBO analysis.
Atoms and positions in Å:
H1 -0.6177 -0.6492 2.4076  0.206
H2 1.6325 -1.3012 0.1415  0.265
C1 -0.1727 1.2716 -0.4555  -0.337
C2 -0.9321 0.0767 1.6490  -0.597
H3 -1.2191 1.0020 2.1567  0.230
C3 0.6406 -0.9232 -0.1304  -0.522
H4 -0.0827 -1.7403 -0.0250  0.263
C4 -0.3004 1.6759 -1.6200  -0.254
H5 0.2588 0.6618 -2.8559  0.442
C5 0.1928 0.3626 0.6540  -0.249
H6 -1.8175 -0.3111 1.1334  0.214
H7 1.0612 0.7498 1.2015  0.226
C6 0.6388 -0.4932 -1.5390  0.662
N1 0.7174 -0.3821 -2.7181  -0.551

Record 3
ORCA calculation (ωB97M-V with the def2-TZVPD basis set) on a structure of composition C40H44IrN4S.

Its total charge is -1. The lowest unoccupied orbital energy (spin up / spin down) comes out at 2.38 / 2.37 eV. Its HOMO energy (spin up / spin down) is -0.0136 / -0.1216 Ha. Its spin multiplicity is 5.

Each line ends with the Löwdin charge.
Atoms and positions in Å:
C1 0.0193 -1.7196 -1.7635  -0.310
C2 -1.3650 1.0610 -5.4052  -0.016
C3 -0.8515 -2.7048 0.1392  -0.357
H1 3.1544 -1.8852 -0.7625  0.085
C4 0.2053 3.0826 -1.9703  -0.026
C5 1.0124 -1.6587 -0.7509  -0.326
C6 5.5795 1.5156 0.7596  -0.110
C7 3.4034 -0.1537 6.0793  -0.100
C8 2.9252 -1.4096 6.4842  -0.124
C9 -3.2682 0.1128 -4.1280  -0.029
H2 1.9311 -1.9084 1.9216  0.035
C10 -4.2757 0.2868 0.8315  -0.034
H3 -2.2805 -2.8484 1.7478  0.068
C11 -1.1571 -2.3174 -1.2131  -0.352
C12 3.0114 0.9718 1.7652  -0.463
C13 -1.9794 0.8635 -4.1680  -0.206
C14 1.3984 -1.4413 4.5945  -0.120
C15 4.5676 2.4772 0.6778  -0.102
C16 0.3449 2.4016 -4.3774  -0.010
C17 -4.2578 1.7137 -1.0896  -0.062
H4 1.5024 1.6602 -6.8584  0.082
H5 -0.0999 1.4405 -7.6295  0.071
H6 -5.2174 0.3333 3.3781  0.074
C18 -3.5311 0.0518 2.0039  -0.280
C19 -3.3209 0.6290 4.3847  -0.175
C20 -2.4274 -2.6476 -1.9327  -0.053
C21 -1.4878 -0.1687 3.0431  -0.280
C22 3.2944 2.2192 1.1825  -0.102
H7 0.4497 3.0690 -7.1500  0.081
H8 -5.2986 1.9476 -0.9827  0.113
C23 2.3928 -1.1140 -0.9409  -0.021
H9 2.0779 -3.5341 1.2477  0.091
C24 -1.7583 -3.4962 1.0296  -0.036
C25 -0.2715 2.2704 -3.1288  -0.199
C26 2.9050 0.4234 4.8934  -0.127
H10 -1.1757 0.8160 4.9254  0.090
N1 -2.1724 -0.2182 1.8928  -0.050
H11 -1.1759 -4.2291 1.6023  0.073
H12 -3.2643 -2.0597 -1.5330  0.075
C27 4.0458 0.0243 1.8910  -0.110
C28 -1.9292 0.4901 4.2060  -0.099
H13 3.2858 1.3875 4.5552  0.099
H14 0.2078 1.8061 0.7529  -0.046
C29 1.9238 -2.0568 5.7485  -0.091
H15 3.8655 -0.9084 2.4228  0.105
H16 4.7743 3.4514 0.2397  0.093
C30 -2.2533 0.6226 -0.7017  -0.201
C31 -0.1834 1.7979 -5.5206  -0.271
H17 -0.6069 3.6810 -1.5417  0.089
H18 -0.4822 -1.7231 -3.8572  0.074
H19 1.5458 -3.0362 6.0602  0.096
H20 -0.4956 -0.6547 3.0405  0.018
H21 2.5097 2.9764 1.1909  0.101
C32 -1.3824 1.4161 -3.0047  -0.155
N2 0.3166 0.8016 0.9286  -0.519
H22 1.2690 -1.6835 -3.5101  0.082
C33 0.5086 -2.3384 0.3995  -0.310
H23 0.7577 -3.1532 2.3718  0.065
H24 0.5758 -1.9194 4.0623  0.074
H25 1.2101 3.0640 -4.4785  0.119
H26 0.2789 -0.2320 -3.2584  0.057
H27 -3.5082 2.8908 -2.7614  0.128
H28 6.1151 -0.4427 1.4862  0.098
S1 1.3404 0.6743 2.3786  0.936
H29 -1.8432 0.6648 -6.3098  0.115
C34 0.4567 2.0037 -6.8688  -0.060
H30 2.5292 -0.7202 -1.9543  0.073
H31 -4.1180 0.7661 -3.8994  0.078
H32 3.3268 -1.8833 7.3835  0.088
H33 4.1661 0.3633 6.6683  0.091
H34 -3.4501 -0.3358 -5.1124  0.081
C35 1.9570 -0.2544 4.1469  -0.314
C36 -4.1258 0.2814 3.3148  -0.113
H35 -3.2583 -0.7092 -3.4044  0.059
C37 1.3541 -2.7599 1.5475  -0.038
H36 -5.3512 0.4224 0.8157  0.106
H37 -2.3274 -2.4305 -2.9997  0.053
N3 -2.1811 1.4667 -1.8108  -0.027
N4 -3.5948 0.8099 -0.2490  -0.053
H38 0.9932 3.7627 -2.3084  0.076
Ir1 -0.8418 -0.5382 -0.0052  1.284
C38 -3.3693 2.1916 -1.9558  -0.092
H39 -2.5265 -4.0009 0.4340  0.065
C39 0.2812 -1.3289 -3.1787  -0.037
H40 -3.7277 0.9809 5.3391  0.077
H41 6.5686 1.7195 0.3433  0.092
H42 2.5877 -0.2926 -0.2410  0.050
H43 0.6329 2.4675 -1.1699  0.062
H44 -2.6846 -3.7089 -1.8081  0.076
C40 5.3176 0.2942 1.3827  -0.092

Record 4
ORCA calculation (ωB97M-V with the def2-TZVPD basis set) on an isolated molecule of C6H12N2O.

Its total charge is 0. The lowest unoccupied orbital energy comes out at 0.97 eV. Its HOMO energy is -0.2782 Ha. Its SMILES is CCN1CCCOC=N1.

Each line ends with the natural charge from an NBO analysis.
Atoms and positions in Å:
H1 -2.0428 2.7464 0.0793  0.183
H2 -1.3100 -0.3831 -1.6686  0.188
C1 -1.9424 -0.5383 -0.7990  -0.079
H3 3.4536 -0.3425 -0.6978  0.208
H4 2.3296 0.8496 -1.6868  0.212
C2 1.8242 0.5077 0.3836  -0.209
C3 -1.1797 -1.2862 0.2291  -0.432
O1 -2.4327 0.7476 -0.2334  -0.523
C4 2.4180 0.0367 -0.9399  -0.611
H5 2.2609 1.5007 0.5419  0.199
C5 -0.2845 -0.4406 1.2472  -0.204
H6 0.3368 -1.1557 1.6518  0.202
N1 0.4393 0.5224 0.4414  -0.325
H7 2.1327 -0.2206 1.1346  0.180
N2 -0.2507 1.7431 0.2251  -0.327
H8 -2.7802 -1.1537 -1.1860  0.206
C6 -1.5195 1.7401 -0.0389  0.335
H9 -0.8781 0.0188 1.9854  0.193
H10 1.8758 -0.9028 -1.4045  0.194
H11 -0.6694 -2.1583 -0.2201  0.211
H12 -1.7808 -1.8312 0.9556  0.196

Record 5
ORCA calculation (ωB97M-V with the def2-TZVPD basis set) on a structure of composition C44H31F6LaN10P2S.

Its total charge is -2. The lowest unoccupied orbital energy comes out at 4.12 eV. Its HOMO energy is -0.0961 Ha.

Each line ends with the Löwdin charge.
Atoms and positions in Å:
H1 0.7409 2.5100 -1.7267  0.082
C1 -2.6767 -5.0576 -2.5274  -0.091
N1 2.4786 0.5204 3.0572  -0.109
C2 1.3530 -0.0585 -4.7291  -0.245
C3 -2.4131 1.2985 3.5103  -0.093
H2 3.2071 1.7924 -0.7068  0.060
H3 -0.7388 3.5432 -3.3600  0.102
H4 -4.4361 2.2011 -1.4650  0.086
F1 1.6046 -2.4035 -2.0041  0.000
H5 2.6690 6.7939 0.2477  0.092
F2 2.6820 0.1441 -6.6803  0.089
C4 -2.3491 -3.8481 -1.9360  -0.090
H6 -3.5257 -2.3248 2.1265  0.080
C5 1.9649 3.6594 1.3467  -0.328
C6 -3.6980 -0.9293 -0.4255  -0.338
C7 -0.1749 2.3134 2.7384  -0.306
N2 0.4868 -4.6390 2.8905  0.021
H7 -2.3676 -5.2507 -3.5469  0.096
C8 2.4095 -0.4823 -5.5195  -0.151
H8 1.7582 -3.2330 4.5945  0.127
C9 -0.1489 3.0203 -1.3759  -0.159
H9 -2.5196 0.8199 -0.8621  0.068
N3 2.6168 -0.8635 4.7167  0.021
C10 -3.3766 -6.0195 -1.8106  -0.108
C11 3.8535 5.7122 1.6764  -0.113
H10 -5.1468 -2.4753 -0.0833  0.095
H11 -0.5801 3.3175 2.9063  0.080
H12 -3.6178 -6.9706 -2.2698  0.090
H13 0.5782 2.1373 3.5132  0.069
C12 -6.0832 -0.6592 -0.7192  -0.101
C13 2.7855 5.8743 0.8088  -0.105
H14 -2.7348 2.1051 4.1509  0.080
N4 -0.0859 -4.9083 1.6901  -0.095
S1 -0.3477 -0.1498 -2.5291  0.501
H15 1.0252 5.0177 -0.0330  0.092
F3 4.2185 -1.9689 -5.8844  0.088
H16 -2.8142 4.6883 -2.6247  0.093
C14 2.1104 -1.4636 3.6551  -0.487
H17 -6.7341 1.2750 -1.3908  0.091
C15 5.4331 -1.3124 -0.2451  -0.043
C16 4.0425 -1.4242 -0.2050  -0.173
F4 3.6336 -3.2281 -3.5194  0.110
C17 -3.0577 0.0559 3.2825  -0.090
C18 1.8323 -1.7376 -3.1633  -0.249
H18 -3.9931 -0.2916 3.6949  0.081
C19 5.9715 -0.0583 -0.4349  -0.299
H19 5.6497 2.0337 -0.7367  0.102
C20 -3.7468 -5.7663 -0.4978  -0.095
H20 3.6455 -2.4256 -0.0408  0.079
C21 3.8057 0.8910 -0.5753  -0.165
C22 -5.8877 0.6576 -1.1148  -0.105
C23 1.8508 4.8597 0.6488  -0.089
C24 3.0474 3.5042 2.2135  -0.091
C25 -0.9887 3.6081 -2.3107  -0.089
N5 2.8298 0.4001 4.2828  -0.090
C26 -1.6453 3.6482 0.3822  -0.081
La1 0.7402 -0.7977 0.4115  1.611
H21 4.5830 6.5021 1.8016  0.089
H22 -7.0807 -1.0812 -0.6792  0.092
H23 -3.6987 -4.3636 1.1202  0.096
C27 2.8959 -2.1881 -3.9246  -0.148
H24 6.0869 -2.1646 -0.1206  0.102
F5 7.3413 0.0763 -0.4589  -0.006
N6 0.1226 -3.9539 0.8624  -0.099
C28 -2.7368 -3.5772 -0.6256  -0.386
N7 -1.1404 0.0933 2.0675  -0.068
H25 4.8057 4.3652 3.0552  0.098
H26 -4.2690 -6.5206 0.0774  0.094
C29 -2.1528 4.2359 -1.8956  -0.108
C30 -0.4507 3.0484 -0.0177  -0.383
C31 3.1660 -0.3389 -0.3726  -0.324
C32 1.0191 -0.6647 -3.5212  -0.562
C33 -2.2514 -0.6451 2.4155  -0.431
C34 -4.6046 1.1795 -1.1608  -0.076
F6 0.6469 0.9919 -5.1919  0.056
C35 -3.5137 0.3906 -0.8162  -0.083
C36 3.1884 -1.5524 -5.1201  -0.146
H27 -1.9422 3.6321 1.4206  0.091
N8 1.9942 -0.6679 2.5986  -0.101
C37 -1.2546 1.2700 2.7648  -0.427
H28 -1.8246 -2.7832 2.2795  0.061
H29 -3.4039 4.7071 -0.2088  0.096
C38 5.1893 1.0636 -0.5989  -0.043
C39 -2.5016 -2.0258 1.8733  -0.299
P1 -2.2634 -1.9572 0.0538  0.974
P2 0.7436 2.2813 1.1571  1.004
C40 1.0551 -3.4582 2.7073  -0.502
C41 -4.9933 -1.4436 -0.3788  -0.087
C42 -2.4825 4.2492 -0.5463  -0.105
H30 3.1791 2.5750 2.7513  0.063
N9 0.8679 -2.9855 1.4793  -0.163
N10 1.7813 -2.8124 3.6809  0.133
C43 3.9756 4.5200 2.3785  -0.089
H31 -1.7840 -3.1041 -2.4871  0.088
C44 -3.4292 -4.5487 0.0882  -0.105

Record 6
ORCA calculation (ωB97M-V with the def2-TZVPD basis set) on the ion C5H12N2O with charge +1.

Its total charge is +1. The lowest unoccupied orbital energy (spin up / spin down) comes out at -3.25 / -8.84 eV. Its HOMO energy (spin up / spin down) is -0.5153 / -0.5130 Ha. Its spin multiplicity is 2.

Each line ends with the natural charge from an NBO analysis.
Atoms and positions in Å:
H1 -0.1043 -1.9557 1.2144  0.424
H2 0.1428 -0.4666 -1.2957  0.184
C1 0.5514 -0.0398 1.1642  0.641
H3 1.2512 -1.7742 -1.2739  0.214
C2 -1.0865 -2.2539 -1.0326  -0.614
H4 -1.0568 -2.7756 -1.9846  0.245
N1 0.4087 -1.3102 0.6546  -0.568
O1 0.5290 0.0893 2.3556  -0.573
C3 -0.6794 1.6135 -0.1792  -0.610
H5 1.0649 3.1062 0.6660  0.425
C4 0.7569 1.1791 0.3183  -0.211
H6 -1.8689 -1.4377 -1.1816  0.208
H7 -1.3310 -2.8921 -0.2442  0.218
H8 -1.3234 0.7843 -0.3843  0.264
H9 1.4277 1.9183 2.0478  0.466
N2 1.4871 2.2117 0.9814  -0.292
H10 -0.5673 2.3011 -1.0129  0.244
H11 1.4362 1.0122 -0.6495  0.310
C5 0.2245 -1.4364 -0.8038  -0.230
H12 -1.2630 2.1266 0.6399  0.254

Listing max |F| for the structures above in their given order: 0.59; 0.93; 3.39; 4.81; 1.11; 4.43 eV/A.
Listing E_tot for the structures above in their given order: -50040.26136; -7819.58177; -61822.08854; -11441.51903; -107613.59349; -10397.45066 eV.